(1)
Computed, not measured: C52H120BBeN8O24 as an isolated structure, with wB97M-V/def2-TZVPD.

Each line ends with the Löwdin charge.
Element x y z (Å)
Be (6.0214, 2.2919, 1.5645)  1.022
O (-2.5744, -3.8172, -1.8625)  0.114
C (-1.9919, -2.7315, -1.7244)  -0.355
O (-1.2280, -2.3307, -0.7075)  0.210
B (-0.9798, -0.8537, -0.8559)  -0.851
O (-1.5620, -0.4544, -2.1501)  0.237
C (-2.1339, -1.5381, -2.6591)  -0.356
O (-2.6847, -1.5567, -3.7732)  0.106
O (0.4471, -0.5146, -0.7276)  0.233
C (0.7295, 0.2242, 0.3161)  -0.341
O (1.7758, 0.8555, 0.5817)  0.063
C (-0.6567, 0.4665, 1.0065)  -0.344
O (-1.5442, -0.1760, 0.3055)  0.243
O (-0.8625, 1.2935, 1.9296)  0.079
C (6.3121, -7.5667, 5.1051)  -0.096
O (5.2092, -6.9871, 4.3918)  -0.166
C (4.7517, -7.9072, 3.4110)  -0.232
C (3.3833, -7.3108, 3.0569)  -0.213
N (3.5248, -6.1170, 2.2215)  -0.016
C (2.2528, -5.3282, 2.0847)  -0.160
C (1.8252, -4.5845, 3.3754)  -0.177
O (2.9261, -3.7755, 3.9043)  -0.189
C (2.5049, -2.9142, 4.9383)  -0.132
H (6.2300, -8.6436, 5.2522)  0.079
H (6.4759, -7.0679, 6.0603)  0.090
H (7.1781, -7.5653, 4.4432)  0.083
H (4.4423, -8.8978, 3.7443)  0.120
H (5.3309, -8.0535, 2.4994)  0.124
H (2.8835, -7.1405, 4.0104)  0.121
H (2.7415, -8.0207, 2.5352)  0.119
H (3.7847, -6.4910, 1.3201)  0.109
H (1.4243, -5.8816, 1.6426)  0.118
H (2.5322, -4.5752, 1.3478)  0.114
H (1.4298, -5.2597, 4.1343)  0.114
H (1.0666, -3.8600, 3.0794)  0.114
H (1.6817, -2.2704, 4.6287)  0.078
H (3.3173, -2.2762, 5.2864)  0.083
H (2.1010, -3.4489, 5.7980)  0.083
C (-2.1465, -9.6233, 2.2778)  -0.110
O (-2.9565, -8.5705, 2.7772)  -0.167
C (-3.7833, -8.0300, 1.7952)  -0.247
C (-4.7686, -6.9694, 2.3362)  -0.175
N (-5.8640, -7.7236, 2.9685)  -0.035
C (-6.3314, -7.0341, 4.1614)  -0.199
C (-5.3269, -7.1533, 5.3740)  -0.184
O (-5.2896, -8.5120, 5.8565)  -0.198
C (-6.5152, -8.9130, 6.5387)  -0.085
H (-2.7319, -10.4335, 1.8430)  0.085
H (-1.5523, -10.1819, 3.0011)  0.086
H (-1.4529, -9.3141, 1.4960)  0.084
H (-4.3726, -8.8162, 1.3233)  0.119
H (-3.2387, -7.6904, 0.9141)  0.120
H (-5.1557, -6.3530, 1.5248)  0.120
H (-4.2742, -6.3026, 3.0426)  0.106
H (-5.4213, -8.5495, 3.3454)  0.093
H (-7.2784, -7.4420, 4.5147)  0.098
H (-6.6157, -6.0090, 3.9241)  0.117
H (-5.5192, -6.5149, 6.2363)  0.114
H (-4.3655, -6.7961, 5.0048)  0.102
H (-6.3167, -9.6830, 7.2843)  0.085
H (-7.1727, -9.3493, 5.7867)  0.078
H (-7.0819, -8.0869, 6.9683)  0.085
C (0.5995, 1.3746, -6.7205)  -0.106
O (0.2368, 2.6836, -7.2247)  -0.188
C (-0.9510, 3.2400, -6.5772)  -0.184
C (-2.1935, 2.3662, -6.8070)  -0.211
N (-2.5302, 2.3847, -8.2490)  -0.013
C (-3.5884, 1.4338, -8.6065)  -0.215
C (-3.8554, 1.2446, -10.0929)  -0.193
O (-2.6610, 0.6961, -10.7195)  -0.182
C (-2.8625, 0.2249, -12.0326)  -0.125
H (0.7923, 1.3369, -5.6483)  0.084
H (1.5047, 0.9893, -7.1897)  0.082
H (-0.0909, 0.5555, -6.9219)  0.076
H (-1.2427, 4.2152, -6.9668)  0.120
H (-0.7641, 3.2948, -5.5047)  0.113
H (-3.0076, 2.7681, -6.2039)  0.122
H (-1.9919, 1.3740, -6.4031)  0.104
H (-1.6841, 2.1311, -8.7388)  0.105
H (-4.5004, 1.7619, -8.1077)  0.121
H (-3.4377, 0.4699, -8.1205)  0.117
H (-4.1397, 2.2194, -10.4892)  0.122
H (-4.7590, 0.6353, -10.1126)  0.120
H (-3.5215, -0.6392, -12.1172)  0.082
H (-1.9654, -0.0175, -12.6023)  0.085
H (-3.3262, 1.0221, -12.6136)  0.082
C (-3.8692, 0.9011, 8.4888)  -0.076
O (-4.1087, 0.8134, 7.0555)  -0.214
C (-3.5153, -0.3421, 6.4515)  -0.217
C (-4.0212, -0.3501, 5.0124)  -0.209
N (-5.4451, -0.6667, 5.0061)  -0.016
C (-6.0096, -0.7618, 3.6226)  -0.165
C (-6.1657, 0.5371, 2.7928)  -0.206
O (-7.1822, 1.3513, 3.3879)  -0.206
C (-7.5713, 2.5272, 2.6193)  -0.085
H (-4.5260, 1.6210, 8.9771)  0.082
H (-2.8752, 1.3364, 8.5915)  0.080
H (-4.0188, -0.0697, 8.9612)  0.084
H (-3.7440, -1.2320, 7.0379)  0.119
H (-2.4387, -0.1727, 6.4293)  0.116
H (-3.5347, -1.0949, 4.3825)  0.123
H (-3.7825, 0.6333, 4.6073)  0.120
H (-5.8495, 0.1150, 5.5014)  0.104
H (-6.9996, -1.2015, 3.7434)  0.112
H (-5.4800, -1.5030, 3.0241)  0.113
H (-6.4278, 0.4169, 1.7417)  0.119
H (-5.2175, 1.0746, 2.7974)  0.110
H (-8.2508, 3.0626, 3.2825)  0.084
H (-8.0968, 2.3252, 1.6860)  0.081
H (-6.7288, 3.1808, 2.3933)  0.081
C (4.5875, 3.9834, -1.7210)  -0.092
O (5.4116, 4.3059, -0.6050)  -0.254
C (5.7350, 5.6871, -0.7025)  -0.212
C (6.6419, 5.9898, 0.5185)  -0.196
N (7.6680, 5.0133, 0.8437)  -0.027
C (8.5700, 4.8399, -0.2887)  -0.201
C (9.4965, 3.6781, -0.0843)  -0.205
O (8.7175, 2.5280, 0.2301)  -0.266
C (9.2974, 1.2520, 0.0013)  -0.094
H (3.7476, 4.6712, -1.8192)  0.089
H (4.1181, 3.0019, -1.6538)  0.095
H (5.1133, 4.0796, -2.6709)  0.095
H (4.8604, 6.3261, -0.5813)  0.130
H (6.2544, 5.9268, -1.6303)  0.124
H (5.9706, 6.0896, 1.3715)  0.119
H (7.0696, 6.9670, 0.2941)  0.126
H (8.1814, 5.4340, 1.6050)  0.125
H (9.1975, 5.7226, -0.4113)  0.136
H (8.0972, 4.6424, -1.2507)  0.128
H (10.1519, 3.9461, 0.7444)  0.127
H (10.1115, 3.4765, -0.9614)  0.136
H (10.3181, 1.1514, 0.3705)  0.093
H (9.3420, 0.9240, -1.0372)  0.096
H (8.6809, 0.5941, 0.6137)  0.078
C (4.3881, 11.4199, -3.7976)  -0.090
O (3.4580, 11.3165, -2.6952)  -0.175
C (4.0195, 11.9553, -1.5740)  -0.278
C (3.0612, 11.9673, -0.4071)  -0.185
N (2.7515, 10.5386, -0.1276)  -0.068
C (1.6187, 10.4262, 0.8174)  -0.188
C (1.3068, 8.9090, 1.0414)  -0.202
O (0.9878, 8.3142, -0.2427)  -0.201
C (0.5205, 6.9816, -0.1356)  -0.109
H (4.8803, 12.3924, -3.7909)  0.083
H (3.8238, 11.3145, -4.7242)  0.086
H (5.1424, 10.6381, -3.8874)  0.081
H (4.3602, 12.9750, -1.7535)  0.115
H (4.9611, 11.4451, -1.3708)  0.118
H (2.1494, 12.4553, -0.7516)  0.119
H (3.5255, 12.4942, 0.4265)  0.122
H (2.6357, 9.9151, -0.9137)  0.094
H (0.7460, 10.9512, 0.4289)  0.117
H (2.0397, 10.7847, 1.7567)  0.114
H (0.4251, 8.8785, 1.6815)  0.109
H (2.0811, 8.4107, 1.6247)  0.110
H (1.3433, 6.2710, -0.0572)  0.073
H (-0.0187, 6.8290, -1.0705)  0.092
H (-0.1465, 6.8309, 0.7132)  0.085
C (1.3437, 4.6686, 7.8763)  -0.075
O (2.4959, 4.3450, 7.0756)  -0.196
C (2.4381, 4.8458, 5.7364)  -0.220
C (3.0414, 3.9439, 4.6809)  -0.190
N (4.5071, 3.9559, 4.6228)  -0.021
C (5.0884, 3.2199, 5.7853)  -0.175
C (6.6047, 3.3343, 5.7958)  -0.201
O (7.2037, 2.7114, 4.6473)  -0.262
C (8.5791, 2.4740, 4.8008)  -0.116
H (1.3023, 5.7409, 8.0677)  0.092
H (1.3713, 4.0465, 8.7709)  0.091
H (0.4251, 4.3390, 7.3909)  0.085
H (2.8171, 5.8517, 5.5555)  0.124
H (1.3997, 5.0021, 5.4444)  0.119
H (2.6885, 4.2661, 3.7012)  0.121
H (2.7828, 2.9007, 4.8624)  0.130
H (4.8339, 4.8686, 4.9060)  0.104
H (4.7003, 2.2234, 5.9963)  0.135
H (4.7997, 3.7819, 6.6735)  0.116
H (7.0300, 2.8652, 6.6830)  0.123
H (7.0638, 4.3218, 5.8423)  0.126
H (8.7308, 1.8374, 5.6725)  0.091
H (9.0936, 3.4232, 4.9503)  0.092
H (9.0065, 1.9062, 3.9744)  0.085
C (-7.7460, -8.9773, -6.8196)  -0.112
O (-7.0677, -7.8514, -7.3586)  -0.192
C (-7.0218, -6.7216, -6.4675)  -0.229
C (-6.1244, -5.6482, -7.0031)  -0.178
N (-6.5700, -5.1405, -8.3789)  -0.013
C (-5.7596, -4.0030, -8.7412)  -0.215
C (-4.2332, -4.2882, -8.8387)  -0.203
O (-3.9628, -5.1043, -9.9965)  -0.195
C (-2.6328, -5.0947, -10.4293)  -0.121
H (-7.2144, -9.3248, -5.9337)  0.083
H (-7.8447, -9.8415, -7.4766)  0.083
H (-8.7857, -8.7178, -6.6202)  0.084
H (-6.6645, -7.0707, -5.4987)  0.119
H (-8.0074, -6.2860, -6.3036)  0.122
H (-5.1290, -6.0886, -7.0618)  0.110
H (-6.0682, -4.8459, -6.2673)  0.126
H (-6.3082, -5.8868, -9.0071)  0.100
H (-5.9023, -3.2072, -8.0101)  0.112
H (-6.0706, -3.5415, -9.6784)  0.116
H (-3.7705, -4.6687, -7.9281)  0.109
H (-3.6889, -3.3495, -8.9415)  0.109
H (-2.4945, -5.9933, -11.0306)  0.088
H (-1.9500, -5.0143, -9.5835)  0.088
H (-2.4659, -4.2836, -11.1381)  0.081

As for the energy above the lowest of the compared OMol25 structures with the same formula, charge and spin: 8.784 eV. Its maximum force is 0.0906 hartree/bohr. For the gap between HOMO and LUMO, the calculation gives 0.914 eV. As for the net charge: +1.

---

(2)
Computed, not measured: one molecule with the formula C19H29N3O3, with wB97M-V/def2-TZVPD.

Each line ends with the Löwdin charge.
Element x y z (Å)
C (-5.6818, 0.0347, -1.5762)  0.000
C (-4.7888, 0.6974, -0.5917)  -0.315
C (-5.0274, 1.2981, 0.6083)  -0.020
C (-3.7660, 1.7132, 1.1059)  -0.036
C (-2.8439, 1.3366, 0.1743)  -0.267
C (-1.3491, 1.4308, 0.1414)  -0.094
N (-0.6338, 0.1643, 0.2460)  -0.116
C (-0.6270, -0.4386, 1.5616)  -0.143
C (-1.9484, -1.1095, 1.9465)  -0.141
N (-2.4155, -1.9153, 0.8449)  0.114
C (-2.0486, -1.8147, -0.4454)  -0.463
O (-2.5630, -2.5026, -1.3053)  0.061
C (-0.9690, -0.7897, -0.8007)  -0.195
C (0.2688, -1.5405, -1.3504)  -0.016
C (1.1504, -2.1853, -0.2946)  -0.468
O (0.9087, -3.3061, 0.1202)  0.054
N (2.2395, -1.4956, 0.1361)  -0.063
C (3.1742, -2.1953, 0.9927)  -0.028
C (2.5255, -0.1092, -0.1943)  -0.314
C (3.5585, 0.0104, -1.3226)  -0.141
C (3.7249, 1.4750, -1.7176)  -0.197
C (4.1529, 2.3096, -0.5141)  -0.205
C (3.1500, 2.1603, 0.6262)  -0.194
C (3.0040, 0.6925, 1.0194)  -0.150
O (-3.4672, 0.7291, -0.8621)  0.071
H (-5.2698, -0.9374, -1.8439)  0.085
H (-5.7591, 0.6289, -2.4867)  0.085
H (-6.6729, -0.0923, -1.1516)  0.084
H (-5.9783, 1.4284, 1.0831)  0.106
H (-3.5748, 2.2233, 2.0289)  0.111
H (-1.0402, 1.8922, -0.8037)  0.133
H (-1.0187, 2.0716, 0.9620)  0.131
H (0.1550, -1.1996, 1.5683)  0.111
H (-0.3742, 0.3280, 2.2977)  0.126
H (-2.7048, -0.3563, 2.2033)  0.101
H (-1.7920, -1.7509, 2.8196)  0.125
H (-3.1339, -2.5996, 1.0365)  0.154
H (-1.3783, -0.2330, -1.6504)  0.155
H (0.8460, -0.8776, -1.9917)  0.111
H (-0.1219, -2.3585, -1.9606)  0.132
H (4.1942, -2.0395, 0.6434)  0.090
H (2.9347, -3.2566, 0.9471)  0.089
H (3.0916, -1.8648, 2.0304)  0.092
H (1.5873, 0.3490, -0.5141)  0.122
H (4.5190, -0.3866, -0.9884)  0.116
H (3.2373, -0.5794, -2.1836)  0.115
H (4.4670, 1.5618, -2.5135)  0.110
H (2.7760, 1.8558, -2.1025)  0.114
H (4.2360, 3.3594, -0.8015)  0.108
H (5.1371, 1.9777, -0.1755)  0.114
H (3.4809, 2.7418, 1.4890)  0.110
H (2.1791, 2.5492, 0.3116)  0.111
H (2.2812, 0.5937, 1.8307)  0.111
H (3.9688, 0.3217, 1.3678)  0.115

As for the energy above the lowest of the compared OMol25 structures with the same formula, charge and spin: 2.318 eV. As for the SMILES: Cc1ccc(CN2CCNC(=O)[C@@H]2CC(=O)N(C)C2CCCCC2)o1. Its maximum force is 0.0216 hartree/bohr. For the gap between HOMO and LUMO, the calculation gives 8.863 eV. As for the net charge: 0.

---

(3)
Computed, not measured: one molecule with the formula C5H6N2O3, with wB97M-V/def2-TZVPD.

Each line ends with the Löwdin charge.
Element x y z (Å)
C (-1.0517, -2.6908, 0.6778)  0.033
C (-0.9896, -1.2075, 0.5221)  -0.482
O (-1.4321, -0.3938, 1.2770)  0.134
O (-0.3557, -0.8865, -0.6471)  0.112
C (-0.0662, 0.3732, -1.1087)  -0.390
O (-0.1082, 0.5761, -2.2802)  0.190
C (0.4415, 1.3921, -0.0815)  -0.289
N (1.8762, 1.1333, 0.0775)  0.077
C (0.1802, 2.7481, -0.5415)  -0.174
N (0.0846, 3.8384, -0.8705)  0.174
H (-1.5657, -2.9360, 1.6013)  0.093
H (-0.0400, -3.0892, 0.6910)  0.098
H (-1.5692, -3.1350, -0.1688)  0.098
H (-0.0510, 1.2474, 0.8870)  0.138
H (2.3726, 1.2661, -0.7995)  0.096
H (2.2745, 1.7640, 0.7640)  0.091

As for the energy above the lowest of the compared OMol25 structures with the same formula, charge and spin: 0.279 eV. As for the SMILES: CC(=O)OC(=O)[C@@H](N)C#N. Its maximum force is 0.0125 hartree/bohr. For the gap between HOMO and LUMO, the calculation gives 11.189 eV. As for the net charge: 0.

---

Q: maximum force of number 2 (C19H29N3O3)?
A: 0.0216 hartree/bohr

---

Q: Among the records above, which one has the highest net charge?
A: C52H120BBeN8O24

---

Q: Among the records above, which one has the lowest energy above the lowest of the compared OMol25 structures with the same formula, charge and spin?
A: C5H6N2O3

---

Q: Which formula does entry 2 have?
A: C19H29N3O3